[1]
Here is 2 unconnected molecules or ions with the total composition C4H7NO from the Open Molecules 2025 dataset. Energies are from wB97M-V/def2-TZVPD.

```
13
Properties=species:S:1:pos:R:3:forces:R:3
O 4.360 -0.372 -0.157 -0.033 -0.114 0.031
N 1.652 -0.527 0.263 1.531 -0.113 0.869
C 0.267 1.370 0.195 -0.204 -0.724 -4.367
C 3.616 0.474 -0.295 0.771 0.602 -0.296
C 0.478 -0.127 0.105 -0.129 -0.016 0.548
C -0.678 -1.015 -0.140 -2.796 -0.068 -0.471
H 1.220 1.859 -0.073 -0.603 -0.120 -0.522
H 0.159 1.664 1.147 -0.965 0.835 3.731
H -1.526 -0.347 -0.687 1.807 -2.161 1.083
H 1.996 -1.491 0.331 -1.173 0.077 -0.399
H -0.652 1.675 -0.430 1.640 -0.123 0.930
H -0.337 -1.915 -0.676 -0.322 0.632 -0.512
H -1.135 -1.529 0.765 0.476 1.292 -0.626
```
Forces are in eV/Å.

Calculated values
* E_tot: -7797.314 eV
* M: 85.106 g mol⁻¹
* charge: 0

[2]
Here is a molecular structure, C13H10Cl5NPt from the Open Molecules 2025 dataset. Energies are from wB97M-V/def2-TZVPD.

```
30
Properties=species:S:1:pos:R:3:forces:R:3
Pt -0.241 -0.420 0.129 -0.094 -0.077 -0.727
Cl 3.159 5.182 -0.504 0.172 0.309 -0.084
Cl 4.586 2.418 -0.839 0.282 0.053 -0.099
Cl -1.437 2.653 0.734 0.026 0.094 0.008
Cl 2.829 -0.116 -1.144 0.501 -0.061 -0.156
Cl 0.064 5.278 -0.047 -0.057 0.311 0.123
N -1.774 -0.315 -1.244 -0.389 2.449 0.065
C -0.679 -3.387 0.794 0.011 -0.580 -1.557
C -2.197 -0.670 0.974 -2.406 -0.130 0.036
C 1.184 -2.016 0.681 -0.508 -0.809 -0.838
C 2.119 1.330 -0.559 -0.150 1.094 0.603
C 0.691 -2.261 -0.706 0.814 -0.218 1.835
C 0.258 -2.657 1.574 0.882 -0.346 -0.488
C -0.455 -3.134 -0.582 -0.173 -1.220 1.512
C 2.266 3.738 -0.389 -0.644 -0.869 0.383
C 0.195 2.581 0.172 0.951 0.462 -0.598
C -2.922 -0.231 -0.324 0.395 -0.859 0.944
C 0.798 1.351 -0.096 -0.022 0.322 -0.221
C 2.907 2.493 -0.548 -1.016 0.282 -0.269
C 0.884 3.783 -0.091 0.490 -0.769 0.111
H -3.744 -0.915 -0.611 0.227 0.322 0.043
H 2.190 -1.701 0.916 -0.228 0.229 0.105
H -2.374 -1.752 1.085 0.364 0.549 0.389
H 0.299 -2.611 2.667 0.010 -0.060 -0.556
H -1.750 0.511 -1.853 0.236 -0.816 -0.489
H 1.271 -2.082 -1.606 -0.360 -0.066 0.257
H -0.951 -3.622 -1.424 0.005 0.393 0.414
H -3.320 0.796 -0.212 0.300 -0.428 -0.414
H -1.383 -4.126 1.186 0.024 0.590 -0.133
H -2.475 -0.096 1.866 0.356 -0.146 -0.196
```
Forces are in eV/Å.

Calculated values
* E_tot: -80984.550 eV
* M: 552.573 g mol⁻¹
* expectation value of S²: 6.029
* 2S+1: 5
* charge: 0